(1)
32
Properties=species:S:1:pos:R:3:lowdin_charge:R:1 method="wB97M-V/def2-TZVPD" total_energy_ev=-37469.7877 gap_ev=7.4405 e_homo_ev=-11.444 total_charge=+1 spin_multiplicity=1
F -1.5339 -1.5325 0.9521 -0.0495
C -0.3984 -1.9361 0.2258 -0.1415
C -0.7404 -2.0702 -1.3120 -0.0576
N 0.4743 -1.7194 -2.0956 -0.0661
C 0.8287 -2.6303 -3.0997 0.0260
C 2.0291 -2.0994 -3.6956 -0.0240
N 2.2726 -0.9154 -2.9836 -0.2514
P 3.6957 0.0672 -3.3713 0.3637
S 3.2499 1.9066 -3.7362 0.1980
C 1.3228 -0.6547 -2.0244 -0.0115
H -0.0936 -2.9430 0.6190 0.1359
H 0.4545 -1.2427 0.4479 0.1160
H -0.9247 -3.1639 -1.4932 0.1344
H -1.6668 -1.5325 -1.6263 0.1535
H 0.2937 -3.5696 -3.3629 0.1523
H 2.6181 -2.5208 -4.5336 0.1372
H 4.6280 0.0029 -2.2834 0.0038
H 4.2982 -0.5840 -4.4946 0.0097
H 1.2256 0.2024 -1.3300 0.1746
C -1.3169 1.0925 3.2056 -0.1816
C -2.1797 2.0818 3.9657 -0.1698
C -1.8792 3.3812 3.2404 -0.1963
O -1.5863 3.0354 1.8788 -0.1368
C -1.4164 1.6193 1.7849 -0.2290
H -1.6465 0.0575 3.2999 0.1066
H -0.2823 1.1553 3.5567 0.1163
H -3.2354 1.8221 3.8458 0.1184
H -1.9599 2.1286 5.0322 0.1171
H -0.9970 3.8760 3.6594 0.1192
H -2.7157 4.0810 3.2684 0.1205
H -2.2923 1.2092 1.2704 0.1132
H -0.5258 1.3957 1.1893 0.0987

(2)
97
Properties=species:S:1:pos:R:3:lowdin_charge:R:1 method="wB97M-V/def2-TZVPD" total_energy_ev=-77921.1327 gap_ev=7.5577 e_homo_ev=-10.780 total_charge=+1 spin_multiplicity=1
C -2.8004 3.0245 0.7016 -0.1451
C -2.8348 3.3349 -0.8434 -0.3830
P -4.3553 2.6268 -1.6316 1.0313
C -4.5855 0.8569 -1.1405 -0.4048
C -5.8152 0.1644 -1.8048 -0.1553
N -5.7761 3.6187 -1.1838 -0.2012
C -6.0360 4.9050 -1.3109 -0.1038
N -7.2676 5.2417 -0.8685 0.1974
C -7.7509 4.0855 -0.4365 -0.3979
N -8.9550 3.7591 0.1225 0.1430
N -6.8574 3.0910 -0.5992 0.1323
H -3.8379 3.1252 1.0682 0.0561
H -2.4943 1.9713 0.8064 0.0609
H -2.1233 3.6864 1.2567 0.0711
H -1.9673 2.8334 -1.3041 0.0694
H -2.7247 4.4144 -1.0260 0.0764
H -4.6245 0.7195 -0.0431 0.0767
H -3.6862 0.3234 -1.4945 0.0957
H -6.1985 -0.5986 -1.1075 0.0818
H -5.5712 -0.3300 -2.7554 0.0819
H -6.6576 0.8457 -2.0143 0.0475
H -5.3051 5.5901 -1.7368 0.1510
H -9.6714 3.3296 -0.4452 0.1127
H -9.1589 3.8682 1.1038 0.1130
H -7.0650 2.1456 -0.2986 0.1754
C 3.6505 6.9519 -0.7787 -0.0473
C 2.3680 6.5936 -0.3748 -0.0585
C 1.5870 5.7826 -1.1818 -0.0145
C 2.0796 5.3346 -2.4030 -0.0861
C 3.3573 5.7141 -2.8178 -0.0777
C 4.1438 6.5140 -1.9971 0.0087
C 3.8830 5.2849 -4.1418 -0.2754
O 4.9943 5.6108 -4.5009 0.1199
C 3.0137 4.4556 -5.0175 -0.0798
C 3.4645 4.0920 -6.2807 0.0072
C 2.6691 3.3083 -7.1012 -0.0467
C 1.4223 2.8762 -6.6597 -0.0538
C 0.9655 3.2400 -5.4036 -0.0056
C 1.7542 4.0381 -4.5816 -0.0866
C 1.2394 4.4504 -3.2518 -0.2757
O 0.1461 4.0756 -2.8638 0.0669
H 4.2632 7.5785 -0.1430 0.1121
H 1.9797 6.9474 0.5724 0.1071
H 0.5914 5.5012 -0.8634 0.1078
H 5.1395 6.7981 -2.3118 0.1253
H 4.4352 4.4238 -6.6257 0.1248
H 3.0205 3.0306 -8.0868 0.1120
H 0.8053 2.2580 -7.2997 0.1091
H -0.0065 2.9067 -5.0644 0.1157
C 0.8342 2.5552 2.0129 -0.0608
C 0.5097 1.5701 1.0844 -0.0728
C 0.3536 0.2560 1.4925 -0.0014
C 0.5322 -0.0832 2.8294 -0.0718
C 0.8810 0.9001 3.7552 -0.0749
C 1.0205 2.2213 3.3445 0.0071
C 1.1240 0.5470 5.1814 -0.2761
O 1.4229 1.4047 5.9858 0.1148
C 1.0003 -0.8752 5.5926 -0.0830
C 1.2782 -1.2341 6.9059 0.0045
C 1.1538 -2.5560 7.3037 -0.0457
C 0.7420 -3.5246 6.3932 -0.0446
C 0.4685 -3.1740 5.0813 0.0097
C 0.6053 -1.8512 4.6736 -0.0785
C 0.3434 -1.4944 3.2583 -0.2460
O -0.0141 -2.3400 2.4584 0.0604
H 0.9472 3.5846 1.6937 0.1029
H 0.3769 1.8306 0.0402 0.1041
H 0.0963 -0.5073 0.7691 0.1126
H 1.2784 2.9872 4.0644 0.1239
H 1.5957 -0.4831 7.6175 0.1234
H 1.3760 -2.8341 8.3261 0.1118
H 0.6390 -4.5554 6.7079 0.1130
H 0.1532 -3.9307 4.3745 0.1177
C 3.6575 -10.6790 0.1219 -0.0541
C 2.9625 -10.7105 1.3272 -0.0550
C 2.2516 -9.5987 1.7488 -0.0017
C 2.2415 -8.4453 0.9728 -0.0845
C 2.9586 -8.4061 -0.2252 -0.0831
C 3.6564 -9.5300 -0.6521 0.0002
C 2.9993 -7.1656 -1.0445 -0.2783
O 3.6192 -7.1318 -2.0883 0.1060
C 2.2722 -5.9648 -0.5548 -0.0838
C 2.3446 -4.7791 -1.2771 -0.0029
C 1.6598 -3.6573 -0.8360 -0.0518
C 0.8912 -3.7165 0.3249 -0.0588
C 0.8213 -4.8948 1.0489 0.0052
C 1.5174 -6.0184 0.6190 -0.0786
C 1.4604 -7.2651 1.4272 -0.2771
O 0.7931 -7.3161 2.4421 0.0999
H 4.2053 -11.5520 -0.2102 0.1089
H 2.9748 -11.6055 1.9365 0.1085
H 1.7075 -9.6271 2.6839 0.1202
H 4.2020 -9.5059 -1.5864 0.1215
H 2.9385 -4.7309 -2.1809 0.1200
H 1.7225 -2.7328 -1.3978 0.1026
H 0.3501 -2.8424 0.6655 0.0667
H 0.2276 -4.9374 1.9518 0.1083

(3)
25
Properties=species:S:1:pos:R:3:lowdin_charge:R:1 method="wB97M-V/def2-TZVPD" total_energy_ev=-16664.6804 gap_ev=10.4091 e_homo_ev=-10.093 smiles=OCCO.O.O.O.O.O spin_multiplicity=1
O -11.1757 4.5141 2.5561 -0.0617
C -11.6206 3.5502 3.4744 -0.2305
C -11.3818 2.0586 3.0068 -0.2576
O -12.1858 1.8296 1.8918 -0.0436
H -11.4071 4.3185 1.6452 0.0624
H -10.8346 3.5792 4.2290 0.1114
H -12.6371 3.7482 3.8144 0.1206
H -11.5739 1.4094 3.8610 0.1120
H -10.3315 1.7810 2.9171 0.1114
H -11.9240 2.5566 1.3222 0.0584
O -11.4297 4.4588 -5.3890 -0.0521
H -10.9068 5.2143 -5.6573 0.0299
H -12.1126 4.3904 -6.0562 0.0322
O -14.0011 7.8681 -4.6248 -0.0553
H -13.4694 7.8323 -3.8297 0.0279
H -14.2394 8.7910 -4.7127 0.0277
O -7.6197 -0.6690 -1.0842 -0.0554
H -8.3066 -1.2377 -0.7362 0.0287
H -8.0860 -0.0356 -1.6296 0.0268
O -11.5076 4.0240 -1.3438 -0.0480
H -10.6074 3.7295 -1.2048 0.0243
H -11.5810 4.1320 -2.2920 0.0238
O -7.3520 4.1173 -1.0329 -0.0543
H -7.2774 5.0310 -0.7576 0.0302
H -6.7143 3.6509 -0.4925 0.0307

(4)
49
Properties=species:S:1:pos:R:3:lowdin_charge:R:1 method="wB97M-V/def2-TZVPD" total_energy_ev=-31283.0795 gap_ev=8.9333 e_homo_ev=-8.780 spin_multiplicity=1
C 0.5588 -0.2059 -0.0496 0.0238
C 1.7870 0.0009 -0.5342 -0.1861
C 2.3480 -0.6899 -1.6865 -0.2126
C 3.5403 -0.3289 -2.1902 -0.0182
H -0.2824 -0.6929 -0.5764 0.0540
H 0.1538 0.3472 0.7890 0.0352
H 2.4220 0.6796 0.0371 0.0917
H 1.7243 -1.5534 -2.1116 0.1405
H 4.0905 -0.6300 -3.0957 0.0643
H 4.0447 0.5329 -1.6731 0.0741
H -2.8576 0.9617 -2.0942 0.0044
H -3.5279 1.9462 -1.1696 0.0334
O -3.4567 1.0368 -1.3735 -0.0081
H 1.2267 1.5551 -4.1679 0.1162
H 1.8060 0.2089 -3.7792 -0.0218
O 1.1599 0.5488 -4.3945 -0.0837
H -0.5142 -4.6290 -0.4837 0.0485
H -1.0350 -3.4989 -0.9766 0.0012
O -0.5482 -3.7121 -0.1834 -0.0513
H 1.2294 1.0278 3.8753 -0.0405
H 0.2869 -0.0550 3.8197 -0.0071
O 0.8247 0.4092 4.4253 -0.0130
H 2.2310 0.4442 2.3665 0.1083
H 3.0891 1.8193 2.2103 0.0789
O 2.2529 1.4851 2.5565 -0.1056
H 0.0491 2.6969 -0.7592 0.0181
H 1.1872 3.5967 -1.4082 0.0750
O 0.2803 3.1723 -1.6258 -0.1486
H -0.7775 2.2161 1.5488 0.0083
H 0.9238 2.2278 1.7654 -0.0106
O 0.1340 2.4186 1.2437 -0.1137
H -2.4281 0.7135 2.3913 0.0055
H -1.6963 1.4049 3.4880 0.1120
O -2.0499 1.6106 2.5368 -0.0992
H -4.0201 -0.5738 1.0748 0.0551
H -2.6747 -0.2514 0.3691 0.0220
O -3.1087 -0.4063 1.2056 -0.0262
H -1.0488 -2.6921 1.7114 0.0521
H -1.5426 -1.4065 2.2868 0.0025
O -0.7809 -1.9549 2.2883 -0.0305
H 1.6155 -1.2756 3.6615 -0.0016
H 0.8988 -1.7368 2.3951 -0.0099
O 1.7285 -1.4139 2.7536 -0.0479
H -0.7630 -0.6150 -4.1811 0.0416
H -0.5579 0.4452 -3.1670 0.0146
O -1.1423 -0.2214 -3.4299 -0.0035
H -2.8376 -2.0309 -1.7015 -0.0191
H -1.9239 -1.2164 -2.4532 0.0585
O -2.0188 -1.7154 -1.5344 -0.0810

(5)
40
Properties=species:S:1:pos:R:3:lowdin_charge:R:1 method="wB97M-V/def2-TZVPD" total_energy_ev=-48577.5269 gap_ev=8.2379 e_homo_ev=-7.907 smiles="COc1cccc(NC(=O)CSc2nnc(-c3cccs3)n2C)c1" spin_multiplicity=1
C -6.6243 -0.4554 -0.9550 -0.0862
O -5.9329 -1.6709 -0.7887 -0.0825
C -4.6459 -1.6289 -0.3484 -0.2709
C -4.0123 -2.8630 -0.1949 -0.0212
C -2.7062 -2.9169 0.2476 -0.0840
C -2.0127 -1.7572 0.5429 -0.0362
C -2.6425 -0.5257 0.3893 -0.2077
N -1.8993 0.6166 0.7051 0.1245
C -2.2320 1.9133 0.5455 -0.5348
O -3.2784 2.3482 0.1133 0.0607
C -1.1176 2.8606 0.9986 -0.3458
S 0.2100 3.0289 -0.2392 1.0055
C 1.1668 1.6304 0.1362 -0.6093
N 0.8636 0.6912 0.9985 -0.0072
N 1.8558 -0.2035 0.9938 0.0692
C 2.7680 0.1890 0.1391 -0.3282
C 3.9724 -0.5419 -0.1136 -0.4571
C 5.1532 -0.1585 -0.6950 -0.1267
C 6.1059 -1.1942 -0.7190 -0.1866
C 5.6430 -2.3442 -0.1601 -0.4057
S 4.0344 -2.1929 0.4159 1.0687
N 2.3713 1.3708 -0.4483 -0.0441
C 3.0078 2.1491 -1.4707 -0.0279
C -3.9589 -0.4578 -0.0550 0.0492
H -6.1381 0.1858 -1.6965 0.0976
H -6.7120 0.0891 -0.0098 0.0975
H -7.6176 -0.7283 -1.3084 0.0912
H -4.5646 -3.7591 -0.4279 0.1124
H -2.2208 -3.8741 0.3652 0.1038
H -0.9906 -1.7973 0.8890 0.1039
H -0.9461 0.4256 1.0341 0.0847
H -0.6534 2.5326 1.9272 0.0843
H -1.5284 3.8647 1.1011 0.0839
H 5.3547 0.8278 -1.0695 0.0973
H 7.0918 -1.0839 -1.1334 0.1022
H 6.1576 -3.2778 -0.0503 0.0628
H 3.8202 2.7461 -1.0505 0.1039
H 3.4011 1.4887 -2.2439 0.1020
H 2.2689 2.8198 -1.9082 0.0669
H -4.4182 0.5086 -0.1649 0.0897

(6)
78
Properties=species:S:1:pos:R:3:lowdin_charge:R:1 method="wB97M-V/def2-TZVPD" total_energy_ev=-79248.4804 gap_ev=10.4308 e_homo_ev=-12.713 total_charge=+1 spin_multiplicity=1
C -4.5278 2.6253 -1.5803 -0.0883
C -3.9481 1.2030 -1.5695 -0.2269
C -2.6958 1.1727 -2.4236 -0.2247
O -2.0012 -0.0585 -2.4549 -0.1025
C -2.8271 -1.1402 -2.7382 -0.2213
O -1.9528 -2.1671 -3.1343 0.0812
C -2.5893 -3.2717 -3.5945 -0.5525
O -3.4893 -3.2421 -4.3991 0.1823
O -2.0846 -4.3981 -3.0652 0.0411
C -2.6318 -4.6720 -1.7627 -0.1208
C -1.4546 -5.1199 -0.9174 -0.0293
C -1.8571 -5.6707 0.4271 -0.4320
F -0.8652 -6.3968 0.9962 0.1302
F -2.8992 -6.5347 0.2396 0.1255
C -2.3839 -4.6461 1.4697 -0.3364
F -2.5781 -5.2792 2.6433 0.1609
F -3.6065 -4.2376 1.0284 0.1470
C -1.5967 -3.3238 1.6890 -0.3367
F -2.1831 -2.6492 2.6983 0.1538
F -1.7917 -2.5866 0.5557 0.1305
C -0.0506 -3.3718 1.8895 -0.3758
F 0.4089 -2.1525 1.4976 0.0582
F 0.5352 -4.2836 1.1012 0.1429
S 0.5541 -3.5927 3.6785 0.7508
F 0.0165 -2.1565 4.0111 -0.1116
F 1.9525 -2.9803 3.2525 -0.1223
F 1.1155 -5.0320 3.3590 -0.1082
F -0.8126 -4.2404 4.0943 -0.1072
F 1.0599 -3.7215 5.1525 -0.0862
H -3.7549 3.3634 -1.7754 0.0683
H -5.2783 2.7195 -2.3504 0.0766
H -4.9590 2.8735 -0.6222 0.0715
H -3.6829 0.9584 -0.5471 0.1130
H -4.7104 0.5374 -1.9491 0.1077
H -2.0049 1.8832 -1.9828 0.1021
H -2.9130 1.5412 -3.4261 0.1382
H -3.3449 -1.4555 -1.8319 0.1385
H -3.5579 -0.8809 -3.5010 0.1473
H -3.0836 -3.7767 -1.3525 0.1163
H -3.3918 -5.4322 -1.8637 0.1436
H -0.9797 -5.9296 -1.4552 0.1520
H -0.7843 -4.2764 -0.8516 0.1227
C 4.9365 4.2197 1.8222 -0.0876
C 4.1869 2.9866 2.3218 -0.2500
C 4.0590 1.8765 1.2769 -0.1726
C 3.2452 2.1561 0.0212 -0.0880
N 1.7763 2.4688 0.2000 -0.1898
C 1.0032 1.9395 -0.9888 -0.0944
C 0.8641 0.4501 -0.7397 -0.1155
C 0.7874 0.3122 0.7900 -0.1212
C 1.1554 1.6897 1.3431 -0.0752
C 1.5296 3.9499 0.3815 -0.1070
C 1.5037 4.8082 -0.8782 -0.2090
C 2.7926 4.9498 -1.6896 -0.0876
H 4.4230 4.7130 0.9946 0.0453
H 5.0417 4.9509 2.6221 0.0838
H 5.9372 3.9534 1.4805 0.0868
H 3.2077 3.2768 2.7139 0.0950
H 4.7331 2.5757 3.1719 0.1180
H 3.6991 0.9605 1.7522 0.1112
H 5.0641 1.6284 0.9264 0.1324
H 3.2967 1.2757 -0.6168 0.1328
H 3.6781 2.9779 -0.5405 0.1083
H 0.0334 2.4327 -0.9766 0.1259
H 1.5365 2.1836 -1.9036 0.1408
H 1.7278 -0.0903 -1.1259 0.1194
H -0.0121 0.0439 -1.2399 0.1047
H 1.4648 -0.4606 1.1492 0.1059
H -0.2111 0.0336 1.1206 0.1161
H 1.8264 1.6621 2.1923 0.1156
H 0.2605 2.2301 1.6389 0.1330
H 2.2672 4.3144 1.0925 0.1161
H 0.5529 4.0360 0.8543 0.1311
H 1.2143 5.8039 -0.5356 0.1257
H 0.6966 4.4877 -1.5381 0.1058
H 3.6432 5.2072 -1.0570 0.0691
H 2.6780 5.7496 -2.4188 0.0858
H 3.0310 4.0460 -2.2517 0.0693

(7)
8
Properties=species:S:1:pos:R:3:lowdin_charge:R:1 method="wB97M-V/def2-TZVPD" total_energy_ev=-19537.5923 gap_ev=7.9002 e_homo_ev=-4.003 total_charge=-1 spin_multiplicity=1
C -1.3165 0.4069 -1.0284 -0.5905
N -0.3238 1.0478 -1.1267 0.0148
O 0.3261 -1.3180 0.9032 -0.3617
O -2.4352 -0.1196 -1.0262 -0.0660
O 1.8192 0.6646 1.7037 -0.6395
S 1.5229 -0.2787 0.5400 0.7788
H 0.7753 0.5004 -0.3641 -0.1082
H -0.3680 -0.9034 0.3985 -0.0276

(8)
15
Properties=species:S:1:pos:R:3:lowdin_charge:R:1 method="wB97M-V/def2-TZVPD" total_energy_ev=-19094.5602 gap_ev=6.2046 e_homo_ev=-8.903 spin_multiplicity=1
N -1.6263 -0.0228 1.7637 0.1256
C -1.5166 0.2620 0.4325 -0.1859
C 0.2761 0.8902 0.2604 -0.0498
S 2.7456 0.5848 0.0154 0.4576
C -0.4196 0.1148 -0.8768 -0.7838
N 0.2970 -1.1007 -0.9318 0.1039
O -0.8733 0.6319 -1.8876 0.0194
H -0.9764 -0.7527 2.0971 0.0866
H 3.1916 -0.5794 -0.4839 -0.2425
H -2.1832 1.0877 0.2277 0.1372
H -1.7272 -0.8728 0.6823 0.2063
H 0.7070 0.2984 1.0568 0.0126
H 0.6952 1.8684 0.0386 0.0689
H 0.2287 -1.5652 -1.8249 0.1073
H 1.1813 -0.8448 -0.5695 -0.0633